82
Properties=species:S:1:pos:R:3:forces:R:3 method="wB97M-V/def2-TZVPD" energy_ha=-3571.61098 multiplicity=2 charge=-1 relative_energy_kj_mol=0.9 homo_energy_ev="-4.32 / -4.28"
Co 1.5118 -0.1830 -0.5417 0.213 0.204 -0.038
C 3.1544 -3.5537 1.9410 0.051 0.004 0.039
O 1.8266 -4.0678 1.9752 -0.147 -0.037 -0.132
C 0.7872 -3.2036 2.2100 -0.024 0.083 0.068
C -0.2456 -3.6791 2.9866 0.073 -0.045 0.013
C -1.3913 -2.9165 3.2467 0.047 0.053 -0.069
C -1.4703 -1.6517 2.7142 0.068 -0.114 0.026
C -0.4428 -1.1424 1.9024 0.024 0.233 -0.212
C -0.6811 0.1495 1.2833 0.241 0.138 -0.130
N 0.0090 0.6231 0.3067 -0.279 -0.004 0.083
N -0.4378 1.8202 -0.2808 0.134 -0.480 0.124
C 0.2288 1.9857 -1.4038 0.004 0.278 -0.186
O 1.1455 1.2312 -1.8640 -0.078 0.034 0.169
C -0.1297 3.2063 -2.2011 0.090 -0.153 0.096
C 0.8033 3.7207 -3.0945 -0.087 -0.005 -0.077
C 0.5057 4.8535 -3.8378 -0.007 -0.004 -0.001
C -0.7297 5.4729 -3.7020 0.006 0.006 -0.010
C -1.6670 4.9569 -2.8169 0.037 -0.042 0.022
C -1.3653 3.8302 -2.0658 0.028 0.097 0.009
C 0.7209 -1.9089 1.6027 0.218 0.054 -0.126
O 1.6815 -1.5199 0.8257 -0.340 -0.265 0.168
H 3.3814 -3.0661 0.9959 0.003 -0.026 0.029
H 3.7975 -4.4215 2.0891 0.041 0.033 0.015
H 3.3134 -2.8394 2.7528 0.014 0.019 0.001
H -0.1407 -4.6789 3.3913 -0.001 -0.019 0.010
H -2.1926 -3.3168 3.8524 -0.011 -0.008 0.015
H -2.3430 -1.0354 2.8971 -0.050 0.047 -0.012
H -1.5457 0.7236 1.6168 -0.003 0.025 -0.014
H 1.7501 3.2102 -3.2001 0.037 -0.024 0.018
H 1.2373 5.2509 -4.5307 0.002 0.008 0.002
H -0.9632 6.3537 -4.2865 -0.004 0.018 -0.016
H -2.6340 5.4328 -2.7118 -0.019 0.011 0.002
H -2.0767 3.4281 -1.3585 -0.001 -0.008 0.001
O 2.9702 -1.0192 -1.5686 -0.154 -0.011 0.008
C 4.1759 -1.2276 -1.1763 -0.014 0.026 0.059
C 4.8710 -2.3861 -1.6145 0.048 -0.002 -0.007
C 6.1645 -2.6615 -1.2337 -0.001 -0.023 0.004
C 6.8645 -1.8005 -0.3874 -0.040 0.040 -0.006
C 6.2230 -0.6531 0.0423 0.075 -0.023 0.005
C 4.9184 -0.3438 -0.3364 -0.049 0.078 0.024
C 4.3275 0.9202 0.0990 0.075 -0.233 -0.024
N 3.0590 1.1550 0.3349 -0.244 0.039 -0.090
C 2.9538 2.4757 0.6902 0.109 -0.013 0.009
C 4.1843 3.0533 0.6787 0.020 -0.024 0.021
N 5.0559 2.0516 0.3053 0.010 0.051 0.018
H 4.3326 -3.0602 -2.2680 -0.028 -0.030 -0.037
H 6.6399 -3.5685 -1.5898 0.008 -0.019 -0.009
H 7.8726 -2.0250 -0.0684 0.030 -0.009 0.012
H 6.7432 0.0206 0.7171 0.008 0.001 0.016
H 2.0010 2.9164 0.9236 -0.089 0.041 0.004
H 4.5145 4.0524 0.8886 0.024 0.083 0.028
H 6.0419 2.1413 0.1346 -0.075 -0.004 -0.004
C -5.7573 4.0699 2.0374 -0.016 0.040 0.013
C -5.3002 2.7615 1.4540 0.016 -0.034 -0.002
C -5.8275 1.5525 1.8834 -0.039 -0.001 0.026
C -5.3991 0.3311 1.3773 -0.023 0.037 -0.034
C -4.4069 0.3140 0.4057 0.044 0.043 -0.015
N -3.8722 -0.8561 -0.1613 0.116 -0.003 -0.194
C -4.0780 -2.1449 0.2393 0.123 0.130 0.076
O -4.9671 -2.4963 0.9929 -0.134 -0.053 0.061
N -3.2255 -3.0931 -0.2976 -0.099 -0.250 -0.010
C -1.9196 -3.0317 -0.8112 0.058 0.017 -0.016
C -1.2567 -4.2373 -1.0274 0.041 -0.031 -0.039
C 0.0412 -4.2364 -1.4992 0.011 0.045 0.019
C 0.6750 -3.0246 -1.7369 -0.181 0.054 0.142
N 0.0480 -1.8698 -1.5375 0.063 -0.143 0.003
C -1.2079 -1.8735 -1.1016 0.169 0.190 -0.112
C -3.8632 1.5201 -0.0388 -0.051 0.002 0.049
C -4.3055 2.7199 0.4797 -0.012 -0.017 0.009
H -6.6667 3.9410 2.6242 -0.005 -0.001 0.005
H -5.9615 4.8042 1.2564 0.004 0.000 -0.005
H -4.9957 4.4961 2.6942 0.006 0.002 -0.002
H -6.6020 1.5531 2.6420 -0.013 0.006 0.012
H -5.8246 -0.5949 1.7246 -0.012 -0.024 0.022
H -3.1674 -0.6986 -0.8658 -0.357 -0.036 0.174
H -3.4962 -4.0054 0.0436 0.055 0.110 -0.038
H -1.7583 -5.1711 -0.8000 -0.007 -0.015 0.004
H 0.5729 -5.1652 -1.6490 0.005 -0.036 0.009
H 1.7128 -2.9479 -2.0319 0.008 0.013 -0.047
H -1.5957 -0.8773 -0.9324 0.202 -0.146 -0.018
H -3.0553 1.5143 -0.7607 0.040 -0.014 -0.011
H -3.8514 3.6403 0.1315 -0.004 0.033 0.006